(1)
This record from the Open Molecules 2025 dataset describes a cluster of 2 separate species, Br2OS in total. The level of theory is ωB97M-V with the def2-TZVPD basis set.

For the HOMO energy (alpha / beta), the calculation gives -11.2 / -9.3 eV. For the frontier orbital gap (alpha / beta), the calculation gives 9.65 / 5.54 eV. As for the energy relative to the best compared isomer or geometry (same formula, charge and spin): 33.6 kcal per mole.

Bonds (Å) are listed after each position.
CARTESIAN COORDINATES (ANGSTROEM)
1 O 0.00 0.58 -0.35  S2 1.437
2 S -0.55 -0.25 0.69  O1 1.437, Br4 2.199
3 Br 3.88 -0.76 -0.01  no bonds
4 Br -2.37 -1.22 -0.07  S2 2.199

Charges obtained by natural (NBO) population analysis, quoted in units of e:
1 O -0.779
2 S 0.946
3 Br 0.000
4 Br -0.166


(2)
This record from the Open Molecules 2025 dataset describes the molecule C6H9NO. The level of theory is ωB97M-V with the def2-TZVPD basis set.

For the HOMO energy, the calculation gives -9.3 eV. For the frontier orbital gap, the calculation gives 10.19 eV. As for the energy relative to the best compared isomer or geometry (same formula, charge and spin): 56.1 kcal per mole. Its SMILES is C=NC(=C)CCC=O.

Bonds (Å) are listed after each position.
CARTESIAN COORDINATES (ANGSTROEM)
1 C 2.70 -0.21 1.25  N2 1.253, H9 1.096, H10 1.094
2 N 2.00 -0.66 0.32  C1 1.253, C3 1.433
3 C 0.57 -0.51 0.29  N2 1.433, C4 1.325, C5 1.478
4 C -0.16 -1.27 1.11  C3 1.325, H11 1.098, H12 1.075
5 C 0.15 0.32 -0.85  C3 1.478, C6 1.544, H13 1.103, H14 1.109
6 C -1.13 1.17 -0.66  C5 1.544, C7 1.537, H15 1.094, H16 1.083
7 C -2.32 0.35 -1.17  C6 1.537, O8 1.200, H17 1.117
8 O -3.48 0.58 -0.92  C7 1.200
9 H 2.35 0.13 2.24  C1 1.096
10 H 3.79 -0.25 1.17  C1 1.094
11 H -1.23 -1.27 0.88  C4 1.098
12 H 0.07 -1.96 1.90  C4 1.075
13 H 1.00 0.88 -1.27  C5 1.103
14 H 0.09 -0.23 -1.81  C5 1.109
15 H -1.28 1.33 0.41  C6 1.094
16 H -1.04 2.15 -1.11  C6 1.083
17 H -2.08 -0.56 -1.77  C7 1.117

These are the natural (NBO) partial charges, in e, on atoms 1 to 8:
1 C -0.033
2 N -0.398
3 C 0.145
4 C -0.458
5 C -0.469
6 C -0.524
7 C 0.445
8 O -0.509


(3)
This record from the Open Molecules 2025 dataset describes a cluster of 2 separate species, C2HClN2O in total. The level of theory is ωB97M-V with the def2-TZVPD basis set.

For the HOMO energy, the calculation gives -9.9 eV. For the frontier orbital gap, the calculation gives 9.71 eV. As for the energy relative to the best compared isomer or geometry (same formula, charge and spin): 100.7 kcal per mole. Its SMILES is [O-][N+]#CCl.C#N.

Bonds (Å) are listed after each position.
CARTESIAN COORDINATES (ANGSTROEM)
1 O -0.24 2.44 -1.21  N2 1.183
2 N 0.33 1.83 -0.37  O1 1.183, C3 1.174
3 C 0.63 1.46 0.70  N2 1.174, Cl4 1.658
4 Cl 1.59 0.40 1.54  C3 1.658
5 C -0.71 -1.90 -0.23  N6 1.130, H7 1.116
6 N 0.21 -2.55 -0.16  C5 1.130
7 H -1.81 -1.68 -0.29  C5 1.116

Charges obtained by natural (NBO) population analysis, quoted in units of e:
1 O -0.359
2 N 0.190
3 C 0.038
4 Cl 0.130
5 C 0.052
6 N -0.301
7 H 0.249


(4)
This record from the Open Molecules 2025 dataset describes the molecule C3H4N2O. The level of theory is ωB97M-V with the def2-TZVPD basis set.

For the HOMO energy, the calculation gives -8.2 eV. For the frontier orbital gap, the calculation gives 8.85 eV. As for the energy relative to the best compared isomer or geometry (same formula, charge and spin): 60.3 kcal per mole.

Bonds (Å) are listed after each position.
CARTESIAN COORDINATES (ANGSTROEM)
1 N -1.04 -0.33 1.49  C2 1.373, H7 1.008, H8 1.009
2 C -0.12 -0.05 0.51  N1 1.373, C3 1.445, O6 1.256
3 C -0.46 -0.21 -0.89  C2 1.445, N4 1.321, H9 1.083
4 N 0.57 0.12 -1.64  C3 1.321, C5 1.227
5 C 1.62 0.62 -1.26  N4 1.227, H10 1.065
6 O 1.04 0.34 0.79  C2 1.256
7 H -0.84 0.06 2.40  N1 1.008
8 H -2.01 -0.34 1.24  N1 1.009
9 H -1.41 -0.50 -1.31  C3 1.083
10 H 2.63 0.29 -1.34  C5 1.065

These are the natural (NBO) partial charges, in e, on atoms 1 to 8:
1 N -0.806
2 C 0.581
3 C -0.265
4 N -0.317
5 C 0.210
6 O -0.605
7 H 0.399
8 H 0.388